# 1
A molecular structure, C4H4NiO5. Source: the OMol25 dataset; level of theory: the ωB97M-V functional and the def2-TZVPD basis.

Calculated values
<S²>: 2.006
HOMO-LUMO gap (spin up / spin down): 9.72 / 7.77 eV
Energy above the lowest of the compared OMol25 structures with the same formula, charge and spin: 130.0 kJ/mol
E_LUMO (spin up / spin down): -0.400 / -2.442 eV

Geometry as ORCA input:
```
! wB97M-V def2-TZVPD RIJCOSX def2/J DEFGRID3
* xyz 0 3
O 2.73474 -0.16540 0.35966
C 2.33800 -1.38080 0.74238
C 1.56156 0.61018 0.00856
O 3.06723 -2.19625 1.25185
O 1.04313 -1.55926 0.51611
C 0.53521 -0.45702 -0.32188
H 1.80514 1.26077 -0.83865
H 1.31365 1.22597 0.88568
H 0.72314 -0.79169 -1.35804
O -2.59850 1.57541 0.08102
C -3.56771 0.76036 -0.07852
O -3.29542 -0.37860 -0.54634
H -4.25879 1.50607 -0.62025
Ni -1.40139 -0.00974 -0.08157
*
```

Which charges does Löwdin predict for the atoms? In e, they are: 0.05 -0.62 -0.16 0.14 0.01 -0.25 0.13 0.12 0.10 -0.11 -0.46 -0.08 0.18 0.95


# 2
A molecular structure, C4H4O. Source: the OMol25 dataset; level of theory: the ωB97M-V functional and the def2-TZVPD basis.

Calculated values
HOMO-LUMO gap (spin up / spin down): 8.68 / 8.68 eV
Energy above the lowest of the compared OMol25 structures with the same formula, charge and spin: 595.2 kJ/mol
E_LUMO (spin up / spin down): -0.237 / -0.237 eV

Geometry as ORCA input:
```
! wB97M-V def2-TZVPD RIJCOSX def2/J DEFGRID3
* xyz 0 1
C 1.01674 -1.25894 -0.06775
C 1.69701 -0.25383 0.09202
C -1.28888 0.43157 -0.17571
C -0.84905 -0.90841 -0.71870
O -1.54111 -0.81810 0.44834
H 1.16132 -2.28585 -0.18588
H 2.16547 0.65974 0.37438
H -0.39914 0.90482 0.43310
H -2.10840 0.90174 -0.66359
*
```

Which charges does Löwdin predict for the atoms? In e, they are: -0.11 0.09 -0.18 -0.03 -0.07 0.06 0.05 0.11 0.08


# 3
C4H4O in the gas phase. Source: the OMol25 dataset; level of theory: the ωB97M-V functional and the def2-TZVPD basis.

Calculated values
HOMO-LUMO gap: 9.92 eV
Energy above the lowest of the compared OMol25 structures with the same formula, charge and spin: 512.6 kJ/mol
E_LUMO: -0.080 eV

Geometry as ORCA input:
```
! wB97M-V def2-TZVPD RIJCOSX def2/J DEFGRID3
* xyz 0 1
C 2.30394 -0.23534 0.30264
C 1.13851 0.19800 0.14735
C -0.06604 1.05562 0.22452
C -0.25072 -0.28648 -0.33148
O -0.83646 -1.34218 0.39561
H -0.22002 1.07876 1.21623
H -0.31793 1.99396 -0.24462
H -0.50400 -0.45111 -1.57984
H -1.24728 -2.01122 -0.13042
*
```

Which charges does Löwdin predict for the atoms? In e, they are: 0.17 -0.34 -0.06 -0.28 0.00 0.08 0.12 0.22 0.08


# 4
A molecular structure, C4H4O. Source: the OMol25 dataset; level of theory: the ωB97M-V functional and the def2-TZVPD basis.

Calculated values
HOMO-LUMO gap (spin up / spin down): 8.88 / 8.88 eV
Energy above the lowest of the compared OMol25 structures with the same formula, charge and spin: 450.3 kJ/mol
E_LUMO (spin up / spin down): -0.813 / -0.813 eV

Geometry as ORCA input:
```
! wB97M-V def2-TZVPD RIJCOSX def2/J DEFGRID3
* xyz 0 1
C 0.03555 0.14509 -1.00506
C 0.89745 0.28938 0.24452
O 2.03777 0.48293 -0.06731
C 0.12182 0.12430 1.49189
C -1.10039 -0.06579 1.29727
H -1.15180 -0.00291 -0.21522
H 0.36305 -0.74704 -1.57918
H 0.16282 1.03005 -1.66675
H -2.05910 -0.25831 1.72226
*
```

Which charges does Löwdin predict for the atoms? In e, they are: 0.01 -0.50 0.10 -0.02 0.05 0.13 0.09 0.09 0.06


# 5
C4H4O in the gas phase. Source: the OMol25 dataset; level of theory: the ωB97M-V functional and the def2-TZVPD basis.

Calculated values
HOMO-LUMO gap: 9.89 eV
Energy above the lowest of the compared OMol25 structures with the same formula, charge and spin: 176.8 kJ/mol
E_LUMO: 0.873 eV

Geometry as ORCA input:
```
! wB97M-V def2-TZVPD RIJCOSX def2/J DEFGRID3
* xyz 0 1
C -1.14124 0.30081 0.72141
C -0.30296 -0.15866 -0.21189
O -0.69400 -0.90120 -1.28575
C 1.12006 0.05399 -0.14934
C 2.30738 0.21130 -0.02363
H -1.65796 -0.83467 -1.34563
H -0.80453 0.96986 1.50340
H -2.18664 0.00347 0.69784
H 3.35988 0.35509 0.09359
*
```

Which charges does Löwdin predict for the atoms? In e, they are: 0.06 -0.45 0.04 -0.07 0.14 0.11 0.07 0.07 0.03


# 6
2 unconnected molecules or ions with the total composition C4H4O. Source: the OMol25 dataset; level of theory: the ωB97M-V functional and the def2-TZVPD basis.

Calculated values
HOMO-LUMO gap (spin up / spin down): 9.16 / 7.09 eV
Energy above the lowest of the compared OMol25 structures with the same formula, charge and spin: 578.5 kJ/mol
E_LUMO (spin up / spin down): 1.112 / 0.483 eV

Geometry as ORCA input:
```
! wB97M-V def2-TZVPD RIJCOSX def2/J DEFGRID3
* xyz 0 1
C 1.60166 0.55546 -0.44702
C 1.70820 -0.45588 0.40415
C -2.43645 -0.38782 -0.34773
C 0.55506 0.42058 0.54943
O -3.37597 0.19255 0.09813
H 1.99967 1.10739 -1.26306
H 2.26622 -1.28177 0.76823
H -2.51886 -1.19314 -1.10490
H 0.20046 1.04263 1.34276
*
```

Which charges does Löwdin predict for the atoms? In e, they are: -0.05 -0.04 -0.07 -0.09 -0.01 0.08 0.08 0.05 0.05


# 7
C4H4O in the gas phase. Source: the OMol25 dataset; level of theory: the ωB97M-V functional and the def2-TZVPD basis.

Calculated values
HOMO-LUMO gap: 9.72 eV
Energy above the lowest of the compared OMol25 structures with the same formula, charge and spin: 316.3 kJ/mol
E_LUMO: 0.720 eV

Geometry as ORCA input:
```
! wB97M-V def2-TZVPD RIJCOSX def2/J DEFGRID3
* xyz 0 1
C -1.52196 -0.17351 0.39634
C -0.19699 -0.64729 0.15188
O -1.12776 -1.59216 0.40276
C 1.02329 -0.31254 -0.12317
C 1.79285 0.53076 -0.76850
H 1.44185 0.85965 -1.74181
H -1.77419 0.27878 1.34854
H -2.12074 0.10665 -0.46953
H 2.70496 0.97138 -0.38468
*
```

Which charges does Löwdin predict for the atoms? In e, they are: -0.03 -0.33 0.05 -0.03 0.00 0.06 0.11 0.12 0.05


# 8
C4H4O in the gas phase. Source: the OMol25 dataset; level of theory: the ωB97M-V functional and the def2-TZVPD basis.

Calculated values
HOMO-LUMO gap: 10.50 eV
Energy above the lowest of the compared OMol25 structures with the same formula, charge and spin: 160.9 kJ/mol
E_LUMO: 0.247 eV

Geometry as ORCA input:
```
! wB97M-V def2-TZVPD RIJCOSX def2/J DEFGRID3
* xyz 0 1
C -1.42432 -0.97869 0.00868
C -0.40902 0.19297 0.00364
C 0.99205 -0.11451 -0.05648
C 2.17698 -0.21790 0.04601
H -2.27751 -0.75268 -0.76062
H -1.84432 -0.89360 1.06332
H -0.93032 -1.96177 -0.23204
H 3.23652 -0.38797 -0.05787
O -0.77481 1.33810 -0.00298
*
```

Which charges does Löwdin predict for the atoms? In e, they are: -0.03 -0.50 -0.06 0.15 0.11 0.10 0.08 0.05 0.09


Question: The lowest energy above the lowest of the compared OMol25 structures with the same formula, charge and spin belongs to which entry?
Answer: C4H4NiO5


Question: The lowest energy above the lowest of the compared OMol25 structures with the same formula, charge and spin belongs to which entry?
Answer: C4H4NiO5


Please write out number 6 again, unchanged.
2 unconnected molecules or ions with the total composition C4H4O. Source: the OMol25 dataset; level of theory: the ωB97M-V functional and the def2-TZVPD basis.

Calculated values
HOMO-LUMO gap (spin up / spin down): 9.16 / 7.09 eV
Energy above the lowest of the compared OMol25 structures with the same formula, charge and spin: 578.5 kJ/mol
E_LUMO (spin up / spin down): 1.112 / 0.483 eV

Geometry as ORCA input:
```
! wB97M-V def2-TZVPD RIJCOSX def2/J DEFGRID3
* xyz 0 1
C 1.60166 0.55546 -0.44702
C 1.70820 -0.45588 0.40415
C -2.43645 -0.38782 -0.34773
C 0.55506 0.42058 0.54943
O -3.37597 0.19255 0.09813
H 1.99967 1.10739 -1.26306
H 2.26622 -1.28177 0.76823
H -2.51886 -1.19314 -1.10490
H 0.20046 1.04263 1.34276
*
```

Which charges does Löwdin predict for the atoms? In e, they are: -0.05 -0.04 -0.07 -0.09 -0.01 0.08 0.08 0.05 0.05